{"formula": "C23H23N3O5", "method": "wB97M-V/def2-TZVPD", "symbols": ["C", "O", "C", "C", "C", "C", "C", "O", "N", "C", "C", "C", "C", "C", "C", "C", "N", "N", "C", "O", "C", "C", "C", "O", "C", "C", "C", "C", "C", "O", "C", "H", "H", "H", "H", "H", "H", "H", "H", "H", "H", "H", "H", "H", "H", "H", "H", "H", "H", "H", "H", "H", "H", "H"], "xyz": [[-3.70740, -6.97690, -0.55918], [-4.12412, -5.98833, -1.46766], [-3.53084, -4.76836, -1.41713], [-2.52878, -4.40182, -0.53372], [-1.97731, -3.12897, -0.56867], [-2.42892, -2.20025, -1.49212], [-1.91784, -0.80337, -1.58562], [-2.60937, 0.10574, -2.00066], [-0.61529, -0.66563, -1.19760], [0.15959, 0.49228, -1.11152], [-0.37057, 1.76891, -1.27362], [0.45573, 2.87056, -1.14987], [1.79797, 2.72206, -0.85861], [2.33799, 1.44714, -0.69772], [3.78078, 1.30489, -0.42010], [4.56210, 0.40926, -1.32935], [4.44673, 1.91139, 0.47987], [3.83175, 2.69064, 1.43123], [2.72169, 2.35740, 2.15631], [2.04700, 1.37098, 1.93823], [2.40808, 3.32391, 3.22663], [1.07574, 3.61629, 3.64506], [1.18778, 4.51810, 4.64997], [2.48329, 4.79338, 4.89616], [3.22887, 4.07343, 4.03546], [4.70921, 4.18830, 4.15754], [1.51658, 0.33936, -0.84244], [-3.45792, -2.55347, -2.36880], [-4.00989, -3.81822, -2.35147], [-5.00303, -4.25107, -3.17112], [-5.54483, -3.33801, -4.09477], [-4.31118, -7.85454, -0.78431], [-2.64840, -7.22411, -0.68907], [-3.88487, -6.67288, 0.47777], [-2.16727, -5.10392, 0.20055], [-1.22474, -2.87443, 0.16324], [-0.12460, -1.51459, -0.95500], [-1.41858, 1.88757, -1.48959], [0.04189, 3.86037, -1.27460], [2.43509, 3.58985, -0.76326], [5.62388, 0.51634, -1.12815], [4.27307, -0.62730, -1.16473], [4.35227, 0.65626, -2.36835], [4.46053, 3.38549, 1.80665], [0.18624, 3.19685, 3.22447], [0.45877, 5.02040, 5.25338], [5.10722, 4.93717, 3.47051], [5.18870, 3.23231, 3.95867], [4.95472, 4.50356, 5.16934], [1.92227, -0.65175, -0.69584], [-3.80199, -1.79655, -3.05500], [-5.98105, -2.46897, -3.59245], [-6.32731, -3.88317, -4.62009], [-4.79243, -2.99967, -4.81456]], "forces_ev_per_angstrom": [[0.097, -0.180, 0.184], [-0.021, 0.432, -0.215], [-0.099, -0.017, -0.077], [-0.147, -0.318, -0.039], [-0.027, 0.306, -0.208], [-0.152, -0.357, 0.144], [0.090, -0.070, -0.009], [-0.030, 0.087, -0.048], [0.172, -0.390, 0.188], [0.154, 0.388, -0.061], [-0.218, 0.002, 0.006], [0.100, -0.037, 0.051], [0.191, -0.043, -0.084], [-0.455, 0.227, -0.112], [-0.119, -0.046, 0.147], [0.100, 0.114, -0.003], [0.705, -0.214, 0.057], [-0.094, 0.300, -0.284], [0.166, -0.145, 0.114], [0.002, 0.074, 0.191], [0.191, 0.463, 0.605], [0.077, 0.338, 0.370], [-0.665, -0.483, -0.516], [0.436, 0.225, 0.217], [0.020, -0.670, -0.666], [-0.240, 0.152, 0.093], [0.019, 0.157, -0.045], [-0.066, -0.052, -0.056], [-0.013, -0.116, 0.034], [0.261, -0.171, 0.334], [-0.088, 0.175, -0.171], [0.069, 0.042, 0.053], [-0.044, 0.027, 0.011], [0.018, -0.002, -0.048], [-0.013, -0.099, 0.045], [0.063, 0.039, 0.064], [-0.178, 0.107, -0.113], [-0.016, -0.009, -0.024], [-0.047, 0.067, -0.029], [0.042, 0.040, 0.019], [0.045, -0.029, 0.020], [-0.027, -0.115, -0.040], [-0.019, -0.045, -0.092], [-0.193, -0.139, -0.053], [-0.250, -0.076, -0.045], [-0.024, 0.114, 0.128], [0.079, 0.035, -0.016], [0.037, -0.026, 0.003], [0.093, -0.021, 0.020], [0.048, -0.127, 0.003], [-0.083, 0.035, -0.076], [0.028, -0.027, -0.017], [0.049, 0.080, 0.011], [-0.026, -0.004, 0.040]], "nbo_charge": [-0.252, -0.478, 0.269, -0.301, -0.198, -0.155, 0.674, -0.610, -0.618, 0.241, -0.257, -0.190, -0.216, -0.074, 0.281, -0.643, -0.271, -0.460, 0.652, -0.598, -0.237, -0.271, 0.082, -0.399, 0.320, -0.675, -0.230, -0.269, 0.328, -0.492, -0.253, 0.203, 0.176, 0.177, 0.222, 0.209, 0.399, 0.253, 0.215, 0.216, 0.235, 0.222, 0.223, 0.395, 0.244, 0.206, 0.223, 0.235, 0.244, 0.203, 0.243, 0.180, 0.201, 0.177], "smiles": "COc1ccc(C(=O)Nc2cccc(/C(C)=N\\NC(=O)c3ccoc3C)c2)cc1OC"}



{"formula": "C4H5N3O2", "method": "wB97M-V/def2-TZVPD", "symbols": ["C", "C", "C", "C", "H", "H", "H", "H", "H", "N", "N", "N", "O", "O"], "xyz": [[0.13774, -0.62393, 1.17522], [0.48440, 0.33574, -0.85238], [-0.66316, -0.06063, 0.01663], [-0.61729, 1.15747, -1.62257], [0.72791, -1.16326, 2.86548], [2.14025, -1.21081, 0.80454], [1.09251, 1.13638, -0.42116], [-1.15049, -0.95248, -0.44976], [-2.35259, 1.32150, -0.28146], [-0.04455, -0.66702, 2.42997], [1.19719, -1.24448, 0.38830], [-1.37069, 1.15009, -0.37750], [1.22722, -0.84535, -0.99480], [-0.80846, 1.66678, -2.68050]], "forces_ev_per_angstrom": [[-0.065, 0.220, -0.432], [-0.798, 0.753, -0.915], [-0.504, -0.928, 0.568], [-0.588, 0.257, 0.377], [0.071, -0.116, 0.290], [-0.652, 0.130, -0.515], [0.096, -0.145, 0.359], [0.376, 0.429, 0.310], [-0.303, -0.013, -0.091], [0.275, 0.100, -1.148], [0.506, -0.816, 1.395], [1.306, 0.141, -0.842], [0.224, 0.252, 0.247], [0.055, -0.262, 0.397]], "nbo_charge": [0.417, -0.011, -0.142, 0.696, 0.338, 0.382, 0.194, 0.202, 0.411, -0.639, -0.370, -0.626, -0.337, -0.516]}



{"formula": "C30H27GaN5O7Te", "method": "wB97M-V/def2-TZVPD", "symbols": ["Ga", "O", "C", "O", "C", "C", "C", "N", "C", "C", "C", "C", "C", "C", "C", "N", "C", "C", "C", "C", "C", "N", "H", "H", "H", "H", "H", "H", "H", "H", "H", "H", "O", "C", "O", "C", "C", "C", "C", "O", "C", "O", "C", "C", "H", "H", "H", "H", "H", "Te", "C", "N", "C", "C", "C", "N", "C", "C", "O", "H", "H", "H", "H", "H", "H", "H", "H", "H", "H", "H", "H"], "xyz": [[1.09712, 0.05337, -0.69552], [1.26575, 0.43195, 5.26669], [0.07443, 0.19407, 4.95511], [-0.99111, 0.47323, 5.52342], [-0.04857, -0.47762, 3.57254], [0.95616, -1.27483, 3.04754], [0.93590, -1.59351, 1.70494], [-0.00796, -1.10714, 0.86466], [-1.09225, -0.51650, 1.41249], [-1.13493, -0.20229, 2.76082], [-2.27858, -0.23053, 0.55403], [-3.09155, 0.86900, 0.81035], [-4.21300, 1.06813, 0.02716], [-4.49778, 0.16025, -0.97738], [-3.63142, -0.90631, -1.15571], [-2.54949, -1.11043, -0.40902], [1.96699, -2.48635, 1.09043], [2.87989, -3.21120, 1.85159], [3.77495, -4.03961, 1.20002], [3.74608, -4.11487, -0.18343], [2.82242, -3.33605, -0.86030], [1.94524, -2.56038, -0.23285], [1.77700, -1.57238, 3.68385], [-2.00203, 0.27213, 3.20197], [-2.82137, 1.57978, 1.57931], [-4.84315, 1.93422, 0.18563], [-5.35574, 0.28468, -1.62452], [-3.80489, -1.62886, -1.94655], [2.88072, -3.13213, 2.92920], [4.49750, -4.61357, 1.76768], [4.43772, -4.74207, -0.73094], [2.79330, -3.29655, -1.94391], [-1.93120, 1.87329, -2.60668], [-1.06819, 1.05082, -2.36207], [-0.49158, 0.95130, -1.19220], [-0.58863, 0.11243, -3.44423], [-0.27515, -1.21194, -3.17324], [0.19820, -2.06767, -4.17382], [0.36591, -1.52361, -5.41806], [0.83012, -2.13778, -6.55744], [0.86833, -1.12624, -7.56183], [0.31818, 0.06688, -7.01292], [0.05771, -0.20580, -5.68920], [-0.44227, 0.63602, -4.73498], [-0.41787, -1.60198, -2.17273], [0.44387, -3.10357, -3.97377], [0.27132, -1.44237, -8.41800], [1.90237, -0.94922, -7.86389], [-0.69882, 1.66659, -4.93834], [3.09693, 0.39985, -2.06719], [-0.73466, 2.80632, 1.81800], [0.61932, 2.88610, 2.34394], [0.77701, 3.65445, 3.57536], [2.24012, 3.97032, 3.79582], [2.99561, 2.65822, 3.78469], [2.77049, 1.98376, 2.51250], [3.77046, 1.00993, 2.12112], [1.55864, 2.00705, 1.90916], [1.28889, 1.22901, 0.97322], [-1.38594, 2.27561, 2.52081], [-0.73482, 2.30187, 0.85564], [-1.11906, 3.81826, 1.68228], [0.37872, 3.07802, 4.41847], [0.18846, 4.56719, 3.47123], [2.38684, 4.49578, 4.73951], [2.60082, 4.60592, 2.98294], [2.64865, 2.01668, 4.59956], [4.06857, 2.81747, 3.89225], [3.49777, 0.54397, 1.18119], [4.72975, 1.50924, 1.97394], [3.87941, 0.24750, 2.89987]], "forces_ev_per_angstrom": [[-0.013, 0.458, -0.031], [-0.226, -0.044, 0.082], [0.168, -0.033, -0.044], [0.087, 0.044, -0.030], [-0.005, 0.141, 0.035], [0.092, 0.014, 0.015], [-0.189, -0.095, -0.163], [0.063, -0.071, 0.134], [0.187, -0.068, -0.125], [-0.137, -0.214, 0.006], [0.018, -0.074, -0.004], [-0.056, 0.058, 0.013], [-0.001, 0.003, -0.004], [0.005, 0.002, -0.015], [0.091, 0.006, 0.028], [0.041, -0.053, -0.078], [-0.049, 0.135, -0.007], [-0.007, 0.038, 0.108], [0.024, -0.014, 0.057], [0.031, 0.018, -0.097], [-0.064, 0.124, 0.043], [-0.047, 0.041, -0.224], [-0.009, 0.074, 0.028], [0.031, -0.040, 0.001], [-0.227, -0.174, -0.129], [0.002, -0.017, 0.009], [0.028, -0.009, -0.001], [-0.003, -0.014, 0.024], [0.045, -0.040, -0.014], [-0.034, 0.002, -0.005], [-0.020, 0.023, 0.023], [0.004, -0.025, 0.027], [0.022, -0.016, 0.066], [0.163, 0.015, -0.191], [-0.150, -0.173, 0.130], [-0.041, -0.024, 0.113], [-0.052, 0.038, -0.056], [0.003, -0.088, 0.086], [0.061, -0.082, -0.020], [-0.017, 0.002, -0.061], [-0.043, 0.039, 0.164], [-0.011, -0.028, -0.092], [-0.020, 0.081, -0.027], [-0.036, 0.054, 0.022], [-0.051, -0.054, 0.065], [-0.027, 0.075, 0.012], [-0.073, -0.024, -0.027], [0.088, 0.027, 0.049], [0.019, -0.030, -0.005], [0.058, -0.248, 0.132], [0.274, 0.159, 0.075], [-0.080, 0.085, 0.034], [0.002, -0.099, -0.039], [0.035, -0.047, -0.095], [-0.020, 0.083, 0.084], [-0.145, 0.067, -0.096], [-0.048, -0.081, 0.024], [0.094, -0.180, 0.353], [-0.034, -0.040, -0.347], [0.214, 0.202, 0.006], [0.000, 0.006, 0.021], [-0.006, 0.043, -0.012], [-0.018, 0.044, 0.028], [-0.029, 0.012, -0.013], [-0.045, -0.050, 0.027], [0.016, 0.063, 0.036], [0.050, -0.048, 0.027], [0.047, 0.028, -0.068], [-0.015, -0.031, -0.097], [0.001, 0.021, 0.047], [-0.014, 0.006, -0.015]], "lowdin_charge": [-0.006, -0.046, -0.677, -0.022, -0.074, 0.047, -0.192, 0.125, -0.179, 0.036, -0.229, -0.016, -0.051, -0.065, -0.132, 0.137, -0.222, -0.008, -0.065, -0.059, -0.138, 0.079, 0.116, 0.125, 0.085, 0.108, 0.101, 0.107, 0.106, 0.105, 0.101, 0.104, 0.070, -0.556, -0.097, -0.160, -0.076, 0.016, -0.213, 0.023, -0.145, 0.025, -0.196, 0.077, 0.092, 0.120, 0.129, 0.132, 0.135, 0.183, -0.021, -0.043, -0.145, -0.148, -0.153, -0.051, -0.023, -0.403, -0.058, 0.072, 0.082, 0.100, 0.129, 0.120, 0.116, 0.120, 0.104, 0.121, 0.032, 0.093, 0.096], "charge": -1}



{"formula": "C10H17N", "method": "wB97M-V/def2-TZVPD", "symbols": ["C", "C", "C", "N", "C", "C", "H", "H", "H", "H", "H", "C", "C", "C", "C", "C", "H", "H", "H", "H", "H", "H", "H", "H", "H", "H", "H", "H"], "xyz": [[2.08118, 1.66453, 0.88092], [0.85696, 1.61349, 1.55290], [0.22740, 0.34891, 1.77457], [0.70242, -0.80865, 1.30885], [1.94557, -0.71988, 0.77633], [2.66265, 0.41748, 0.48672], [2.65228, 2.56537, 0.70122], [0.34894, 2.48161, 1.99779], [-0.67823, 0.17861, 2.38226], [2.46018, -1.71209, 0.67185], [3.53662, 0.42540, -0.06270], [-3.06298, 0.39570, 0.76477], [-2.49148, -0.48448, -0.43332], [-1.24348, -0.13229, -1.04880], [-0.78999, -1.23141, -2.09906], [0.40596, -0.74431, -2.90768], [-2.48246, 0.04834, 1.77375], [-2.96041, 1.66477, 0.52415], [-4.13536, 0.03791, 0.87094], [-3.41951, -0.57260, -1.03165], [-2.14000, -1.47733, 0.11811], [-1.24937, 0.85285, -1.38517], [-0.44046, -0.25358, -0.15546], [-1.63899, -1.58677, -2.75299], [-0.66004, -2.12854, -1.45971], [1.55481, -0.33283, -2.63985], [0.60000, -1.47471, -3.66270], [0.18433, 0.17771, -3.53596]], "forces_ev_per_angstrom": [[-0.235, -1.634, -0.023], [-0.494, -0.639, 0.742], [0.472, 0.211, 0.087], [1.852, 0.920, 0.956], [0.409, -2.174, -0.039], [-2.979, 1.845, 1.369], [-0.334, 0.206, 0.024], [0.502, -0.269, -0.404], [0.466, 0.873, -0.528], [-0.710, 0.924, -0.463], [1.848, -0.321, -0.715], [1.318, 0.900, 0.710], [-2.188, -1.810, 3.803], [3.372, -2.065, 0.838], [-0.638, 1.047, 1.698], [2.438, 2.158, -1.744], [-1.598, 1.460, -2.363], [-0.429, -3.849, 0.953], [1.201, 1.036, 0.138], [0.989, -0.589, -0.502], [-1.814, 1.266, -1.227], [0.327, 1.777, -1.086], [-2.017, 0.809, -2.922], [0.858, 0.911, 0.177], [0.706, 0.318, -0.452], [-3.138, -1.658, 0.802], [0.405, -0.661, -0.598], [-0.589, -0.992, 0.768]], "nbo_charge": [-0.154, -0.276, 0.050, -0.440, 0.038, -0.266, 0.221, 0.226, 0.207, 0.195, 0.219, -0.604, -0.405, -0.436, -0.403, -0.631, 0.194, 0.198, 0.213, 0.200, 0.195, 0.191, 0.231, 0.207, 0.206, 0.214, 0.206, 0.205], "smiles": "c1ccncc1.CCCCC"}



Number 1: LUMO 0.71 eV, Kohn-Sham gap 0.326 Ha. Number 2: LUMO 0.71 eV, Kohn-Sham gap 0.386 Ha. Number 3: LUMO 1.93 eV, Kohn-Sham gap 0.218 Ha. Number 4: LUMO 0.71 eV, Kohn-Sham gap 0.375 Ha.